No. 1
{"formula": "C4H6N2O", "method": "the ωB97M-V functional and the def2-TZVPD basis", "symbols": ["C", "C", "C", "N", "N", "C", "O", "H", "H", "H", "H", "H", "H"], "xyz": [[2.1237, 0.0171, -0.5141], [0.9601, -0.0087, 0.2455], [0.1837, -1.1306, 0.5267], [-1.0717, -1.1734, -0.2005], [-1.8181, 0.1040, -0.3107], [-0.9517, 1.1474, -0.1123], [0.3596, 1.2059, 0.3599], [2.1927, -1.0676, -0.8466], [2.7013, 0.9378, -0.7436], [-0.0142, -0.9410, 1.5869], [0.8959, -1.9680, 0.7019], [-0.9117, -1.4900, -1.1131], [-1.4075, 2.2159, 0.2380]], "forces_ev_per_a": [[-2.56, -2.16, 1.78], [5.47, 3.24, -4.99], [-0.73, -1.17, 3.15], [-1.01, 0.23, 1.02], [5.49, 2.24, 0.44], [-3.70, 0.82, 3.09], [-2.61, 0.13, -0.17], [1.59, 1.68, 0.10], [-0.55, -1.15, -0.11], [-0.91, -0.25, 0.34], [-1.17, -0.36, -1.33], [-0.05, -0.58, -1.58], [0.75, -2.68, -1.73]], "lowdin_charge": [0.11, -0.43, -0.22, -0.05, 0.07, -0.14, -0.03, 0.08, 0.08, 0.14, 0.15, 0.08, 0.17], "homo_lumo_gap_ev": 9.50, "mol_weight_g_mol": 98.11, "relative_energy_ev": 5.080, "homo_energy_ha": -0.323}

***

No. 2
{"formula": "C4H6N2O", "method": "the ωB97M-V functional and the def2-TZVPD basis", "symbols": ["N", "C", "O", "C", "C", "C", "N", "H", "H", "H", "H", "H", "H"], "xyz": [[1.6798, -1.0225, -1.4416], [1.1966, -0.1313, -0.7114], [1.8121, 0.8756, 0.0615], [0.4894, 1.3995, 0.2056], [-0.1469, 0.4409, -0.4799], [-1.4867, -0.1586, -0.3592], [-1.2149, -0.7967, 0.9442], [2.6989, -1.0077, -1.4206], [-0.6654, -0.0981, 1.4659], [0.3100, 2.4397, 0.3916], [-1.7639, -0.8882, -1.1342], [-2.3056, 0.5697, -0.2671], [-0.6435, -1.6258, 0.8034]], "forces_ev_per_a": [[-0.01, 0.31, 0.39], [0.09, -0.60, -0.54], [0.31, 0.25, -0.10], [0.18, 0.59, -1.65], [0.17, 0.88, -0.57], [0.31, -0.01, 0.32], [-1.19, -0.62, 0.88], [0.02, -0.05, 0.06], [-0.58, -1.15, -0.07], [0.06, 0.14, 0.77], [0.31, 0.23, 0.34], [0.37, -0.15, -0.02], [-0.05, 0.18, 0.18]], "lowdin_charge": [0.20, -0.40, 0.01, -0.03, -0.18, -0.19, 0.00, 0.07, 0.08, 0.12, 0.12, 0.12, 0.08], "homo_lumo_gap_ev": 9.05, "mol_weight_g_mol": 98.10, "relative_energy_ev": 3.725, "homo_energy_ha": -0.316}

***

No. 3
{"formula": "C4H6N2O", "method": "the ωB97M-V functional and the def2-TZVPD basis", "symbols": ["C", "C", "N", "C", "O", "N", "C", "H", "H", "H", "H", "H", "H"], "xyz": [[-1.7727, -1.0093, 0.2425], [-0.4822, -0.2731, 0.0988], [0.3036, -0.3301, -0.9168], [1.4686, 0.4426, -0.5103], [2.1216, 1.1512, -1.4941], [1.1736, 1.1636, 0.7187], [0.0965, 0.6245, 1.1289], [-1.6325, -1.9318, 0.8109], [-2.1900, -1.2873, -0.7223], [-2.5164, -0.4215, 0.7823], [2.2024, -0.1942, -0.0133], [1.5262, 1.2389, -2.2413], [-0.2986, 0.8263, 2.1160]], "forces_ev_per_a": [[-0.12, -0.07, -0.06], [0.05, -0.14, -0.17], [0.13, 0.11, 0.46], [0.43, 0.01, 0.33], [-0.22, 0.06, -0.14], [-0.48, 0.37, 0.21], [-0.08, 0.28, 0.12], [0.12, 0.04, 0.03], [0.12, 0.04, -0.09], [0.09, 0.10, 0.01], [0.29, -0.90, -0.56], [-0.13, 0.08, -0.14], [-0.20, 0.00, 0.00]], "lowdin_charge": [-0.03, -0.32, 0.17, -0.49, 0.03, 0.13, -0.10, 0.09, 0.08, 0.08, 0.16, 0.10, 0.11], "homo_lumo_gap_ev": 10.60, "mol_weight_g_mol": 98.10, "relative_energy_ev": 1.505, "homo_energy_ha": -0.382}

***

No. 4
{"formula": "C4H6N2O", "method": "the ωB97M-V functional and the def2-TZVPD basis", "symbols": ["N", "C", "N", "C", "C", "C", "O", "H", "H", "H", "H", "H", "H"], "xyz": [[1.9274, 0.8776, -0.0520], [0.5985, 0.4050, -0.0941], [-0.4579, 1.2796, -0.2393], [-1.6411, 0.6212, -0.0788], [-1.3572, -0.6972, 0.1922], [0.0527, -0.8339, 0.1370], [0.7855, -1.9807, 0.3091], [2.4274, 0.7134, -0.9191], [2.4312, 0.3917, 0.6829], [-0.3378, 2.2718, -0.3581], [-2.5899, 1.1264, -0.1919], [-2.0465, -1.4559, 0.5317], [0.2077, -2.7189, 0.0805]], "forces_ev_per_a": [[0.09, -0.18, -0.08], [-0.18, -0.13, 0.04], [0.08, 0.03, 0.04], [-0.03, -0.02, 0.04], [-0.03, 0.04, 0.09], [-0.03, 0.35, 0.03], [-0.12, -0.12, 0.04], [-0.05, 0.01, 0.03], [0.01, 0.14, -0.09], [-0.01, -0.13, -0.02], [0.16, -0.06, 0.13], [-0.10, 0.00, -0.35], [0.21, 0.06, 0.10]], "lowdin_charge": [0.09, -0.32, 0.06, -0.13, -0.04, -0.30, 0.04, 0.08, 0.08, 0.15, 0.11, 0.10, 0.10], "homo_lumo_gap_ev": 8.62, "mol_weight_g_mol": 98.10, "relative_energy_ev": 0.999, "homo_energy_ha": -0.283}

***

No. 5
{"formula": "C4H6N2O", "method": "the ωB97M-V functional and the def2-TZVPD basis", "symbols": ["C", "C", "O", "C", "N", "C", "N", "H", "H", "H", "H", "H", "H"], "xyz": [[0.8150, 0.8318, -0.2763], [-0.6165, 1.2073, -0.5170], [-1.3423, -0.0149, -0.7470], [-0.8460, -1.0484, -0.0384], [-1.4489, -2.1482, 0.0872], [0.4746, -0.6579, 0.5024], [1.3006, -1.1042, 1.3476], [1.3853, 0.6327, -1.1953], [1.3588, 1.6478, 0.2660], [1.5973, -0.1024, 0.9556], [-0.7740, 1.8287, -1.3935], [-1.0336, 1.7080, 0.3660], [-0.8703, -2.7803, 0.6429]], "forces_ev_per_a": [[-0.86, -0.85, -0.07], [-0.26, 0.27, -0.25], [-0.44, -0.12, -0.14], [-0.31, -0.34, 0.00], [0.15, 0.23, -0.03], [-0.26, 1.83, -1.54], [-0.11, 2.28, -1.31], [-0.35, -0.11, 0.17], [-0.37, -1.06, 0.13], [3.02, -2.14, 3.29], [-0.13, 0.02, -0.03], [-0.01, -0.06, -0.17], [-0.07, 0.05, -0.06]], "lowdin_charge": [-0.09, -0.19, -0.01, -0.43, 0.19, -0.30, 0.19, 0.12, 0.13, 0.06, 0.12, 0.13, 0.06], "homo_lumo_gap_ev": 10.01, "mol_weight_g_mol": 98.10, "relative_energy_ev": 3.985, "homo_energy_ha": -0.358}

***

No. 6
{"formula": "C4H6N2O", "method": "the ωB97M-V functional and the def2-TZVPD basis", "symbols": ["C", "C", "C", "N", "C", "O", "N", "H", "H", "H", "H", "H", "H"], "xyz": [[1.9204, 0.5832, 0.3672], [0.6419, 0.1808, -0.2727], [0.2415, -1.0710, -0.6164], [-1.1524, -1.0526, -0.5253], [-1.4731, 0.1996, -0.1258], [-2.7332, 0.5305, 0.1879], [-0.4531, 0.9922, -0.0223], [2.2043, 1.6181, 0.1769], [2.7418, -0.0993, 0.1533], [1.6732, 0.5080, 1.4304], [0.7942, -1.9686, -0.8503], [-1.7439, -1.8593, -0.4274], [-2.6616, 1.4384, 0.5243]], "forces_ev_per_a": [[0.16, 0.07, -0.03], [0.11, -0.22, 0.31], [0.10, 0.04, 0.10], [-0.17, 0.08, -0.02], [0.01, -0.07, -0.04], [-0.10, 0.18, -0.13], [-0.21, -0.21, 0.20], [0.02, -0.09, -0.17], [0.01, 0.09, -0.08], [0.43, 0.11, 0.07], [-0.11, 0.12, 0.08], [-0.07, 0.08, -0.22], [-0.18, -0.18, -0.08]], "lowdin_charge": [-0.05, -0.36, -0.07, 0.12, -0.49, 0.10, 0.15, 0.07, 0.07, 0.08, 0.11, 0.15, 0.12], "homo_lumo_gap_ev": 8.98, "mol_weight_g_mol": 98.10, "relative_energy_ev": 0.608, "homo_energy_ha": -0.300}

***

No. 7
{"formula": "C4H6N2O", "method": "the ωB97M-V functional and the def2-TZVPD basis", "symbols": ["C", "O", "C", "C", "N", "C", "N", "H", "H", "H", "H", "H", "H"], "xyz": [[-0.0638, 0.5267, -2.0239], [0.9102, -0.0595, -1.1608], [0.4795, -0.2136, 0.1140], [0.0545, -1.3770, 0.7858], [-0.5487, -1.0442, 1.9280], [-0.5339, 0.2979, 1.9616], [0.0247, 0.9133, 0.9086], [-0.9841, -0.0706, -2.0310], [0.3792, 0.5337, -3.0213], [-0.2940, 1.5494, -1.7085], [0.2205, -2.4055, 0.4867], [-0.9113, 0.8677, 2.8015], [1.2262, 0.4317, 0.8931]], "forces_ev_per_a": [[-0.16, 0.11, -0.17], [0.06, 0.00, 0.10], [-0.15, -0.26, 0.01], [0.14, 0.02, -0.03], [0.07, 0.18, -0.17], [-0.09, 0.06, 0.10], [-0.21, 0.00, 0.04], [0.13, 0.06, 0.00], [-0.09, 0.00, 0.16], [0.04, -0.15, -0.05], [-0.04, 0.19, 0.02], [0.06, -0.10, -0.10], [0.25, -0.10, 0.08]], "lowdin_charge": [-0.06, -0.09, -0.43, -0.07, 0.07, -0.24, 0.10, 0.10, 0.09, 0.09, 0.12, 0.11, 0.23], "homo_lumo_gap_ev": 10.16, "mol_weight_g_mol": 98.10, "relative_energy_ev": 3.477, "homo_energy_ha": -0.346}

***

No. 8
{"formula": "C4H6N2O", "method": "the ωB97M-V functional and the def2-TZVPD basis", "symbols": ["C", "C", "C", "C", "N", "N", "O", "H", "H", "H", "H", "H", "H"], "xyz": [[1.6650, 1.2662, -1.0151], [0.5097, 0.3522, -0.7208], [0.1477, -0.2007, 0.4149], [-0.5362, -1.0272, 1.1818], [-1.6257, -0.7256, 1.9870], [-0.2644, 0.0241, -1.9373], [-1.2430, -0.6543, -1.7628], [1.4729, 1.8106, -1.9450], [1.8292, 1.9846, -0.2084], [2.5906, 0.6956, -1.1535], [-0.1541, -2.0414, 1.2943], [-2.2043, -1.5276, 2.1928], [-2.1781, 0.0569, 1.6619]], "forces_ev_per_a": [[0.05, 0.05, -0.01], [0.07, -0.01, 0.24], [-0.19, -0.13, -0.13], [0.24, 0.09, -0.09], [-0.11, 0.01, -0.12], [-0.46, -0.36, 0.15], [0.43, 0.31, -0.19], [0.02, -0.06, 0.15], [-0.05, -0.13, -0.09], [-0.14, 0.08, 0.02], [-0.02, 0.11, -0.03], [0.09, 0.11, 0.03], [0.08, -0.05, 0.07]], "lowdin_charge": [-0.07, -0.32, 0.02, -0.20, 0.05, -0.01, -0.02, 0.07, 0.08, 0.08, 0.12, 0.09, 0.09], "homo_lumo_gap_ev": 8.16, "mol_weight_g_mol": 98.10, "relative_energy_ev": 4.611, "homo_energy_ha": -0.312}